1.
ORCA calculation (the ωB97M-V functional and the def2-TZVPD basis) on the ion C3H4Cl2N3 with charge +1.

XYZ file:
```
12
Properties=species:S:1:pos:R:3:nbo_charge:R:1
C -1.1017 -0.7249 -0.7311 0.29
C -1.5300 -2.0165 1.2208 0.33
C 0.4046 0.4116 0.7523 0.18
N -1.7768 -1.4971 -0.0106 -0.36
N -1.0074 -1.3192 2.1582 -0.50
N 0.1409 -0.1314 -0.3799 -0.48
Cl -2.0844 -3.6313 1.3688 0.11
Cl -0.7712 -1.9389 3.6978 0.24
H -1.4413 -0.5238 -1.7413 0.23
H -0.3873 0.5774 1.4710 0.27
H 1.4141 0.7254 0.9877 0.24
H 0.8727 -0.2130 -1.0929 0.45
```

As for the highest occupied orbital energy: -14.174 eV. Its lowest unoccupied orbital energy is -5.92 eV. The SMILES is C=[NH+]/C=N\C(Cl)=N\Cl. The value obtained for the relative energy (zero: lowest compared OMol25 entry of this formula, charge and spin) is 43.5 kcal per mole. Its total charge is +1. As for the gap between HOMO and LUMO: 8.25 eV. The value obtained for the total energy is -1201.00844 Eh.


2.
ORCA calculation (the ωB97M-V functional and the def2-TZVPD basis) on a cluster of 2 separate species, C4H12 in total.

XYZ file:
```
16
Properties=species:S:1:pos:R:3:nbo_charge:R:1
C 0.6011 1.9914 0.5509 -0.61
C 1.7512 1.0330 0.9805 -0.60
H 0.0118 2.2527 1.4317 0.20
H 1.0790 2.9420 0.3017 0.20
H -0.0094 1.5951 -0.2524 0.20
H 2.1584 1.4923 1.8788 0.20
H 2.5301 1.0111 0.2226 0.20
H 1.3828 0.0294 1.1703 0.20
C -0.7253 -2.1170 -0.6293 -0.60
C -1.6565 -0.9244 -0.9905 -0.61
H -0.2483 -2.5541 -1.4981 0.20
H -0.0193 -1.7888 0.1339 0.20
H -1.2886 -2.9026 -0.1135 0.20
H -1.8868 -0.4443 -0.0430 0.21
H -2.5843 -1.2791 -1.4311 0.20
H -1.0960 -0.3365 -1.7126 0.20
```

As for the highest occupied orbital energy: -11.758 eV. Its lowest unoccupied orbital energy is 1.17 eV. The SMILES is CC.CC. The value obtained for the relative energy (zero: lowest compared OMol25 entry of this formula, charge and spin) is 5.9 kcal per mole. As for the gap between HOMO and LUMO: 12.93 eV. The value obtained for the total energy is -159.57557 Eh.


3.
ORCA calculation (the ωB97M-V functional and the def2-TZVPD basis) on a structure of composition C38H54BF6N9O4ReS5Si.

XYZ file:
```
119
Properties=species:S:1:pos:R:3:nbo_charge:R:1
Re 0.4172 0.4904 -0.0684 0.98
C -4.4271 -1.7302 -0.2726 -0.65
C -3.7046 -0.9635 -1.3351 0.00
C -4.3190 -0.4346 -2.4310 -0.12
C -3.5930 0.3294 -3.3742 0.22
N -2.2895 0.4391 -3.2842 -0.20
N -1.6879 -0.0947 -2.2182 -0.36
B -0.0978 -0.0224 -2.1328 0.67
N 0.3894 -1.3673 -2.7944 -0.41
N -0.1592 -1.4176 -4.0408 -0.20
C -0.0245 -2.4863 -4.7607 0.25
C 0.7025 -3.6045 -4.2685 -0.17
C 1.2242 -3.5933 -3.0238 -0.01
C 1.9561 -4.7769 -2.4625 -0.66
C 1.0243 -2.3994 -2.2475 0.13
S 1.6117 -2.5843 -0.6452 0.78
C -0.7910 -2.5383 -6.0764 -0.08
C -0.1513 -3.5313 -7.0521 -0.61
C -2.2127 -2.9991 -5.7216 -0.60
C -0.8414 -1.1594 -6.7303 -0.60
N 0.3298 1.2316 -2.9734 -0.39
N 1.0877 1.0891 -4.0656 -0.19
C 1.2648 2.1474 -4.8179 0.24
C 0.6033 3.3646 -4.5262 -0.16
C -0.0692 3.5308 -3.3549 -0.03
C -0.7030 4.8236 -2.9388 -0.65
C -0.1109 2.3970 -2.5099 0.24
S -0.6924 2.4602 -0.8680 -0.03
C 2.1865 2.0313 -6.0195 -0.08
C 2.9265 0.6956 -6.0113 -0.60
C 1.3518 2.1757 -7.2982 -0.60
C 3.2100 3.1763 -5.9525 -0.60
C -2.3217 -0.6859 -1.2123 0.10
S -1.4326 -1.0056 0.2340 0.03
C -4.2465 1.0950 -4.5222 -0.10
C -3.8583 2.5725 -4.3714 -0.59
C -3.7300 0.5650 -5.8612 -0.59
C -5.7693 0.9714 -4.4820 -0.61
H -5.4624 -1.9023 -0.5577 0.24
H -4.4090 -1.1810 0.6709 0.25
H -3.9492 -2.6935 -0.0891 0.24
H -5.3819 -0.5811 -2.5645 0.24
H 0.8189 -4.4869 -4.8828 0.25
H 2.0237 -5.5588 -3.2146 0.25
H 1.4383 -5.1847 -1.5916 0.24
H 2.9672 -4.5081 -2.1522 0.25
H -0.3181 -4.5709 -6.7652 0.21
H 0.9239 -3.3687 -7.1543 0.22
H -0.5972 -3.3980 -8.0376 0.24
H -2.2076 -3.9697 -5.2206 0.21
H -2.8109 -3.0955 -6.6289 0.23
H -2.6960 -2.2734 -5.0633 0.21
H 0.1381 -0.8775 -7.1161 0.21
H -1.1621 -0.3924 -6.0280 0.22
H -1.5364 -1.1872 -7.5706 0.22
H 0.6686 4.1859 -5.2292 0.24
H -0.9595 5.4182 -3.8139 0.24
H -0.0141 5.4033 -2.3218 0.25
H -1.6054 4.6556 -2.3532 0.24
H 2.2480 -0.1467 -6.1408 0.21
H 3.4665 0.5403 -5.0763 0.22
H 3.6445 0.6844 -6.8316 0.22
H 0.5690 1.4174 -7.3491 0.21
H 1.9959 2.0541 -8.1702 0.23
H 0.8825 3.1576 -7.3770 0.21
H 3.7372 3.1876 -5.0002 0.21
H 2.7373 4.1501 -6.0924 0.21
H 3.9483 3.0532 -6.7448 0.23
H -2.7760 2.6956 -4.4358 0.21
H -4.1995 2.9770 -3.4156 0.21
H -4.3196 3.1571 -5.1680 0.23
H -2.6470 0.6599 -5.9264 0.22
H -4.1740 1.1406 -6.6743 0.23
H -3.9962 -0.4836 -6.0089 0.21
H -6.1924 1.3507 -3.5494 0.21
H -6.1061 -0.0574 -4.6244 0.21
H -6.1917 1.5623 -5.2945 0.24
C -2.9345 2.0229 1.3847 -0.65
C -1.7961 2.1968 2.3542 0.26
C -1.9664 3.0853 3.4044 -0.26
C -1.0034 3.1674 4.3925 -0.11
C 0.0887 2.3278 4.3234 -0.28
C 0.1959 1.4422 3.2536 0.39
N -0.6992 1.4201 2.2375 -0.54
N 1.2546 0.5611 3.1878 -1.23
Si 2.0089 -0.5678 4.1218 2.10
C 1.6351 -2.3286 3.8344 -1.20
C 2.8288 -0.1602 5.7000 -1.21
C 4.6545 -1.0812 2.6667 -0.25
H -3.2929 2.9874 1.0260 0.24
H -3.7619 1.5396 1.9093 0.24
H -2.6718 1.4036 0.5350 0.22
H -2.8638 3.6866 3.4500 0.23
H -1.1112 3.8651 5.2125 0.24
H 0.8619 2.3466 5.0784 0.23
H 0.6970 -2.6015 4.3263 0.28
H 2.4070 -2.9961 4.2206 0.26
H 1.5022 -2.4774 2.7604 0.26
H 3.6558 0.5282 5.5161 0.27
H 3.1968 -1.0509 6.2093 0.27
H 2.1337 0.3502 6.3714 0.28
H 4.3857 -2.0891 2.3677 0.22
H 5.1113 -1.0464 3.6518 0.23
H 5.2700 -0.5925 1.9228 0.26
F 2.1405 3.1577 1.9354 -0.29
C 3.1387 2.3714 2.2851 0.85
F 4.2556 2.7871 1.7232 -0.29
F 3.2978 2.3744 3.5981 -0.30
S 2.7007 0.6223 1.6273 1.37
O 1.4517 -1.2406 0.1947 -0.97
O 3.4031 -0.3116 2.8357 -0.76
N 3.9227 0.4561 0.5560 -1.18
S 3.4846 0.8159 -0.9089 2.20
O 2.2156 1.6460 -0.8418 -0.95
O 3.4646 -0.2281 -1.8813 -0.88
C 4.8510 1.9860 -1.4314 0.78
F 5.9434 1.7321 -0.7459 -0.28
F 5.0737 1.7934 -2.7195 -0.29
F 4.4622 3.2348 -1.2183 -0.29
```

The expectation value of S² is 3.777. As for the highest occupied orbital energy (alpha / beta): -12.592 / -12.968 eV. Its lowest unoccupied orbital energy (alpha / beta) is -5.10 / -5.67 eV. Its total charge is +2. Its spin multiplicity is 4. As for the gap between HOMO and LUMO (alpha / beta): 7.50 / 7.30 eV. The value obtained for the total energy is -5256.48144 Eh.


4.
ORCA calculation (the ωB97M-V functional and the def2-TZVPD basis) on a structure of composition C24H43F5OP2PtTe.

XYZ file:
```
77
Properties=species:S:1:pos:R:3:mulliken_charge:R:1
Pt -0.7121 -1.0987 -3.2151 0.28
C -0.6107 -2.4341 2.8268 0.53
C 0.7314 -2.4520 2.3526 0.66
C 0.6551 -1.0994 4.2131 0.60
C -0.6561 -1.5965 3.9790 0.81
C 1.5078 -1.6124 3.1965 0.49
C -1.7750 -3.1174 2.2365 -1.71
H -1.4715 -3.7998 1.4342 0.40
H -2.4884 -2.3915 1.8137 0.23
H -2.3110 -3.6985 3.0003 0.52
C -1.8388 -1.2617 4.7841 -1.07
H -2.6831 -1.9053 4.5157 0.43
H -2.1350 -0.2103 4.6405 0.05
H -1.6228 -1.3984 5.8528 0.38
C 1.0280 -0.1818 5.3023 -1.26
H 0.5434 -0.4860 6.2390 0.40
H 0.7137 0.8504 5.0810 0.06
H 2.1131 -0.1873 5.4550 0.46
C 2.9495 -1.3273 3.0512 -1.51
H 3.5617 -2.0839 3.5670 0.37
H 3.1945 -0.3488 3.4826 0.38
H 3.2508 -1.3265 1.9955 0.32
C 1.2450 -3.2230 1.2018 -1.44
H 1.6583 -4.1920 1.5234 0.36
H 2.0508 -2.6753 0.6962 0.31
H 0.4530 -3.4219 0.4719 0.31
C -1.8707 -0.0711 -4.4999 -0.53
C -1.7213 -1.4557 -4.9166 -0.21
C -0.7977 -1.8016 -6.0734 -0.96
C 0.6968 -1.5455 -5.7577 -0.69
C 0.9746 -1.2313 -4.2920 -0.68
C 0.8033 0.1209 -3.7691 0.27
C 0.3344 1.2447 -4.6653 -0.81
C -1.1166 1.0478 -5.2021 -0.79
H -1.0909 -1.3057 -7.0082 0.37
H 1.1046 -0.7696 -6.4183 0.26
H -0.9246 -2.8762 -6.2583 0.37
H -1.1047 0.9068 -6.2945 0.23
H -2.8653 0.2040 -4.1267 0.65
H -2.6186 -2.0808 -4.8243 0.55
H -1.6617 1.9869 -5.0190 0.42
H 0.3474 2.1743 -4.0750 0.22
H 1.5072 0.4179 -2.9822 0.04
H 1.0345 1.4051 -5.5002 0.41
H 1.2464 -2.4694 -5.9898 0.37
H 1.7815 -1.8218 -3.8314 0.48
P -1.3407 1.5945 0.9607 0.72
P 1.8628 1.6440 0.8325 0.98
C -0.5461 2.6674 -0.3127 -0.67
C 0.9635 2.9189 -0.2021 -0.94
H -1.0741 3.6321 -0.2643 0.49
H -0.7898 2.1924 -1.2795 0.28
H 1.4297 2.8931 -1.1992 0.49
H 1.1257 3.8982 0.2715 0.43
C 2.7232 2.7809 1.9807 -1.37
H 3.4853 2.2009 2.5156 0.46
H 2.0117 3.1990 2.7013 0.31
H 3.1956 3.5769 1.3922 0.50
C 3.2609 1.2913 -0.2976 -1.43
H 3.5392 2.2108 -0.8289 0.55
H 2.9658 0.5141 -1.0150 0.30
H 4.1056 0.9226 0.2990 0.48
C -2.9421 1.2575 0.1933 -0.98
H -3.3073 0.2559 0.4655 0.31
H -2.8076 1.2925 -0.8984 0.38
H -3.6436 2.0263 0.5364 0.41
C -1.4228 -2.2141 -1.6839 -0.62
H -1.1598 -3.2577 -1.9090 0.45
H -2.5089 -2.0920 -1.6327 0.36
H -0.9532 -1.8937 -0.7471 -0.40
F -0.2594 4.5743 2.3393 -0.46
Te -1.4308 3.1707 3.1356 1.69
F -3.0590 3.8318 2.1597 -0.48
F -1.9154 4.5039 4.3884 -0.28
F 0.1198 2.7703 4.3309 -0.48
F -2.4587 1.9060 4.2764 -0.49
O -0.5799 0.3308 1.2980 -0.34
```

The expectation value of S² is 6.010. As for the highest occupied orbital energy (alpha / beta): -11.647 / -12.086 eV. Its lowest unoccupied orbital energy (alpha / beta) is -8.80 / -9.81 eV. The value obtained for the relative energy (zero: lowest compared OMol25 entry of this formula, charge and spin) is 56.7 kcal per mole. Its total charge is +2. Its spin multiplicity is 5. As for the gap between HOMO and LUMO (alpha / beta): 2.85 / 2.28 eV. The value obtained for the total energy is -2584.08077 Eh.


5.
ORCA calculation (the ωB97M-V functional and the def2-TZVPD basis) on the ion CH3N4S with charge -1.

XYZ file:
```
9
Properties=species:S:1:pos:R:3:nbo_charge:R:1
C 0.9080 -0.4628 0.1687 -0.07
N -1.0562 0.8040 0.2272 -0.18
N 0.2005 -0.3834 -1.0714 -0.49
N 0.1478 0.6547 0.8854 -0.52
N -0.9912 0.1576 -0.8907 -0.06
S -2.1735 0.0562 -1.9816 -0.30
H 0.9520 -1.4323 0.6194 0.11
H 2.0160 -0.1871 0.0668 0.14
H -0.0036 0.7932 1.9763 0.36
```

As for the highest occupied orbital energy (alpha / beta): -2.474 / -2.473 eV. Its lowest unoccupied orbital energy (alpha / beta) is 4.22 / 4.22 eV. The SMILES is S=[N+]1[N-]CN[N-]1. The value obtained for the relative energy (zero: lowest compared OMol25 entry of this formula, charge and spin) is 67.4 kcal per mole. Its total charge is -1. As for the gap between HOMO and LUMO (alpha / beta): 6.69 / 6.69 eV. The value obtained for the total energy is -657.02015 Eh.